The following is a DFT calculation (the ωB97M-V functional and the def2-TZVPD basis) of a molecular structure, C2HFO2Sm at a distorted geometry.

Each line ends with the Löwdin charge.
Element x y z (Å)
C  0.193  -0.702  -0.284  -0.311
H  -0.186  -0.824  -1.313  0.060
F  1.426  -1.382  -0.289  -0.153
O  -1.079  1.032  -0.176  -0.309
C  0.187  0.855  0.043  -0.784
O  1.172  1.481  0.441  0.011
Sm  -1.711  -0.459  1.578  1.487

Values from the calculation:
- F_max (eV/Å) = 4.918
- 2S+1 = 7
- total charge = 0
- lowest unoccupied orbital energy (alpha / beta) (eV) = -1.72 / -1.68



The following is a DFT calculation (the ωB97M-V functional and the def2-TZVPD basis) of a molecular structure, C2HFeO2 at a distorted geometry.

Each line ends with the Löwdin charge.
Element x y z (Å)
O  2.617  -0.711  -0.351  0.188
C  1.757  0.008  -0.192  0.043
C  -1.158  -0.238  0.249  -0.104
O  -1.613  0.767  -0.340  -0.093
H  -1.736  -1.182  0.119  0.097
Fe  0.133  1.356  0.514  0.870

Values from the calculation:
- F_max (eV/Å) = 2.201
- 2S+1 = 5
- total charge = +1
- lowest unoccupied orbital energy (alpha / beta) (eV) = -6.06 / -6.24



The following is a DFT calculation (the ωB97M-V functional and the def2-TZVPD basis) of a molecular structure, C2HGaO3 at a distorted geometry.

Each line ends with the Löwdin charge.
Element x y z (Å)
O  0.898  1.333  2.518  0.439
H  1.776  0.945  2.701  0.251
O  0.045  -0.978  -1.024  -0.003
O  -0.800  0.011  -0.518  0.121
C  0.324  0.880  1.500  0.213
C  -0.326  0.569  0.502  0.196
Ga  -0.454  -1.458  -2.485  1.782

Values from the calculation:
- F_max (eV/Å) = 7.094
- 2S+1 = 2
- total charge = +3
- lowest unoccupied orbital energy (alpha / beta) (eV) = -21.18 / -21.39



The following is a DFT calculation (the ωB97M-V functional and the def2-TZVPD basis) of a molecular structure, C2HI2O3P at a distorted geometry.

Each line ends with the Löwdin charge.
Element x y z (Å)
C  -0.019  -1.406  0.051  -0.770
C  -0.423  -0.132  0.076  -0.317
O  1.680  0.618  -0.933  -0.447
O  0.106  2.662  -0.493  -0.481
O  1.286  1.484  1.512  -0.479
P  0.743  1.374  0.064  0.073
I  -1.102  -3.217  -0.064  0.577
I  -3.248  0.064  0.149  -0.167
H  0.976  -1.447  -0.361  0.012

Values from the calculation:
- F_max (eV/Å) = 3.688
- total charge = -2
- lowest unoccupied orbital energy (eV) = 4.41